(1)
A 3-piece molecular cluster, C5H16NO2 overall. Source: the OMol25 dataset; level of theory: the ωB97M-V functional and the def2-TZVPD basis.

The value obtained for the LUMO energy (alpha / beta) is 0.00 / -0.07 eV. Its spin multiplicity is 2. The orbital gap (alpha / beta) is 2.86 / 7.22 eV. The calculated total energy comes out at -11024.110 eV. The value obtained for the energy relative to the best compared isomer or geometry (same formula, charge and spin) is 78.57 kcal/mol. The expectation value of S² is 0.7536. The largest force on an atom is 4.6 eV/A.

Structure (XYZ):
```
24
Properties=species:S:1:pos:R:3:forces:R:3
C -2.13248 1.78281 -1.02056 -0.718 0.553 -2.607
C -1.36598 2.57688 0.04281 0.088 -0.351 1.941
C 0.11316 2.11869 -0.01260 2.382 2.120 2.158
C 0.48387 0.76212 0.53537 -3.964 2.258 -0.070
C 1.62629 0.19227 0.16670 2.323 -2.060 0.697
N 1.86777 -1.12478 0.79729 0.235 -1.508 2.079
H -1.96330 0.70886 -1.10242 1.042 0.052 0.283
H -3.22886 1.71852 -0.98222 0.021 0.957 0.327
H -1.88161 2.25147 -2.12889 -0.524 -1.151 2.768
H -1.57891 3.66065 -0.12116 0.789 -0.695 -0.191
H -1.63304 2.50507 1.20968 -0.099 -0.582 -2.563
H 0.59589 2.28177 -0.99914 -0.492 -0.053 0.205
H 0.77992 2.80954 0.73706 -1.493 -0.611 -1.801
H -0.30832 0.25083 1.03992 -0.471 -0.614 0.325
H 2.21122 0.32896 -0.68889 0.677 0.176 -1.249
H 1.82693 -1.95422 0.14621 -0.021 1.035 0.379
H 2.80961 -1.14373 1.32040 -1.531 -0.193 -0.854
H 1.10523 -1.34825 1.56649 1.718 0.943 -1.957
H -0.15481 -2.76227 -1.13684 0.229 0.095 -0.227
H 0.68278 -2.66279 -2.51807 -0.240 0.842 3.213
O 0.65330 -2.38017 -1.51421 0.080 -1.077 -2.889
H -0.88153 -3.73710 1.79034 0.206 0.535 -0.479
H 0.59706 -3.60119 1.60468 0.285 -0.117 -0.115
O -0.22419 -3.23396 1.26807 -0.522 -0.550 0.627
```
Positions in Å, forces in eV/Å.


(2)
C42H48N4O3Tc as an isolated structure. Source: the OMol25 dataset; level of theory: the ωB97M-V functional and the def2-TZVPD basis.

The value obtained for the LUMO energy (alpha / beta) is -0.03 / -0.78 eV. Its spin multiplicity is 4. The orbital gap (alpha / beta) is 7.51 / 6.77 eV. The calculated total energy comes out at -58621.142 eV. The value obtained for the energy relative to the best compared isomer or geometry (same formula, charge and spin) is 82.07 kcal/mol. The expectation value of S² is 3.8339. The largest force on an atom is 6.6 eV/A.

Structure (XYZ):
```
98
Properties=species:S:1:pos:R:3:forces:R:3
Tc 9.25681 14.40337 10.42153 -0.895 0.330 1.005
N 11.16226 13.64110 13.64712 -0.513 -0.888 -0.251
C 10.97745 12.28876 13.25890 0.423 1.657 -0.615
O 11.90744 11.50356 13.18139 -0.890 0.436 0.215
C 9.54359 12.09888 12.81178 -0.265 2.796 -1.338
C 9.17212 12.48534 11.25645 0.527 -0.926 1.137
H 12.06939 14.05120 13.68396 0.609 -0.228 0.126
H 10.39689 14.30736 13.64055 -0.048 -0.494 -0.133
H 8.86866 12.78840 13.37706 0.707 -0.577 -0.199
H 9.14645 11.14902 12.87373 -0.226 -2.276 0.635
H 8.13738 12.26603 11.40007 -1.394 0.299 -0.380
H 9.41464 11.68796 10.53768 0.690 0.150 0.316
H 8.77859 13.84252 8.90075 0.263 -0.307 0.310
C 19.20179 10.92605 13.25022 0.261 -3.286 -5.603
C 19.14479 11.85605 11.95153 0.010 -1.370 0.881
C 20.07448 11.89738 10.97984 -0.192 -2.042 3.067
C 20.14036 12.97623 10.12425 1.018 1.617 -4.447
C 21.04107 12.78525 8.86364 -1.471 -0.787 0.029
C 19.33894 14.05002 10.06943 -0.947 3.603 0.488
C 18.30572 14.24684 11.16959 3.759 -3.159 -0.148
C 18.02045 12.82442 11.81994 1.652 -0.624 1.639
N 17.83850 15.04842 11.96285 -4.317 4.909 1.126
C 17.13147 16.42901 11.81305 5.291 -0.004 -3.597
C 17.76415 17.24274 12.86086 -1.312 -1.778 4.620
C 15.69952 16.52300 11.82014 -1.842 0.646 3.086
C 17.62938 17.10077 10.44149 0.219 -1.877 -1.053
H 20.18980 10.38076 13.32634 -0.938 0.875 -0.080
H 18.42812 10.05117 13.06519 1.201 1.860 0.705
H 19.00722 11.46427 14.07902 -0.821 1.679 2.825
H 20.88108 11.17791 11.06340 0.251 0.133 -0.385
H 21.85317 12.11593 9.00619 1.058 -0.362 0.656
H 21.40124 13.64498 8.28142 -0.564 -0.068 0.452
H 20.36728 12.12660 8.24912 0.512 0.906 -0.070
H 19.68622 15.00918 9.49994 -0.849 -2.104 0.724
H 17.65181 13.00296 12.83358 -0.157 0.333 -0.207
H 18.76174 16.87719 13.19892 -0.687 0.570 -0.513
H 17.00299 17.06407 13.78038 2.117 0.696 -1.353
H 17.70645 18.25278 12.59448 0.228 1.619 -0.061
H 15.52529 17.43966 12.44458 -0.366 -0.729 -0.322
H 15.22464 15.68654 12.33754 -0.236 0.145 -0.182
H 15.29721 16.78653 10.89945 -0.935 -0.350 -1.716
H 18.72144 16.89280 10.56911 -0.680 -0.143 -1.288
H 17.61541 18.15476 10.11444 -0.689 0.096 1.281
H 17.01664 16.60045 9.58032 1.843 0.247 1.196
N 16.95933 12.69803 10.98260 -3.681 -1.768 -3.523
C 16.30924 12.16107 10.01393 0.658 0.944 0.869
C 15.33769 13.10688 9.29724 1.024 -1.135 3.184
C 14.78767 14.09613 10.07854 -1.520 1.984 -0.008
C 13.79975 14.97311 9.53578 2.610 -3.805 -0.014
C 13.46381 14.75913 8.20998 -2.073 4.257 0.898
C 14.05949 13.85631 7.44066 1.026 -2.468 0.667
C 14.87252 12.90469 8.07320 -0.610 -1.538 -4.201
C 16.23833 10.75005 9.49798 4.246 0.060 -1.040
C 15.24064 9.95976 9.91682 -0.986 0.880 0.053
C 15.12305 8.71490 9.40141 -1.640 -2.155 0.268
C 15.99400 8.16333 8.52384 0.926 -0.633 0.210
C 17.19973 8.83658 8.28078 -0.049 0.170 -0.470
C 17.33162 10.14484 8.69969 -1.998 0.667 2.054
H 15.09808 14.08461 11.11276 -0.082 0.320 -0.035
H 13.20568 15.58673 10.10693 -0.849 1.550 1.351
H 12.69896 15.52317 7.90782 0.618 -1.055 -0.587
H 13.84117 13.63363 6.45322 -0.764 0.095 -1.805
H 15.00691 11.94893 7.47201 0.562 1.313 0.952
H 14.48512 10.34974 10.55350 -0.530 0.243 0.639
H 14.32579 8.06398 9.75701 -0.142 0.289 -0.137
H 15.78039 7.13105 8.25288 0.483 0.230 -0.356
H 18.01742 8.31420 7.79579 -0.037 0.183 -0.125
H 18.25714 10.68995 8.70816 0.281 0.150 -0.563
C 10.31777 18.33299 5.83732 0.621 -0.106 -1.303
O 9.97145 17.66232 7.02398 -0.381 -0.829 1.178
C 10.49167 18.05455 8.23715 1.415 1.942 -1.877
C 11.17941 19.26838 8.30688 0.210 0.148 -0.130
C 12.00764 19.54132 9.40752 -0.367 -1.401 -1.372
C 12.22348 18.55563 10.36810 -0.444 1.671 0.264
C 11.32666 17.49414 10.38104 0.487 -1.354 1.267
C 10.48922 17.20581 9.31634 -0.924 -0.565 0.095
N 9.48343 16.13052 9.18283 1.004 1.760 0.190
C 8.30062 16.24498 10.01261 -0.416 -1.579 -1.623
C 8.26456 17.11821 11.18702 -1.024 0.733 0.643
C 8.08672 18.57003 11.15057 2.085 -2.497 1.878
C 8.61826 19.19684 12.28884 -0.340 -2.354 0.183
C 9.06463 18.43381 13.40602 -0.632 1.439 -1.395
C 8.78549 17.08548 13.53456 1.340 1.100 0.300
C 8.42861 16.35096 12.41604 -0.724 -0.310 -1.710
O 8.29098 14.99431 12.39011 1.546 1.702 -0.906
H 9.59338 19.14820 5.66724 0.477 -0.241 -0.193
H 10.28424 17.56424 5.02728 -0.478 0.653 0.607
H 11.37889 18.69776 5.76405 -0.956 -0.166 0.604
H 11.15315 19.93256 7.41248 0.029 -0.412 1.152
H 12.59034 20.41663 9.33238 0.615 0.916 0.338
H 12.97389 18.80457 11.14817 -0.814 -0.766 -0.374
H 11.36011 16.83829 11.27305 -0.231 0.187 -0.690
H 9.34102 16.06390 8.15364 -0.283 -0.441 1.105
H 7.43361 15.92079 9.41548 0.010 0.626 0.358
H 7.82687 19.13640 10.27602 -0.101 -0.118 -0.358
H 8.76328 20.22160 12.35155 0.072 1.851 -0.162
H 9.68501 19.02399 14.08751 -0.561 -0.603 0.421
H 9.15702 16.67284 14.43841 -0.113 -0.991 0.653
```
Positions in Å, forces in eV/Å.


(3)
One molecule with the formula C19H16FN5O2S. Source: the OMol25 dataset; level of theory: the ωB97M-V functional and the def2-TZVPD basis.

As for the SMILES: COc1cccc(CNC(=O)CSc2nnc3c(n2)[nH]c2ccc(F)cc23)c1. The value obtained for the LUMO energy is -0.55 eV. The orbital gap is 7.97 eV. The calculated total energy comes out at -45061.188 eV. The largest force on an atom is 1.3 eV/A.

Structure (XYZ):
```
44
Properties=species:S:1:pos:R:3:forces:R:3
C 0.20670 -3.84829 0.48778 0.207 -0.131 -0.064
O -0.84503 -2.96673 0.80974 -0.232 0.177 0.100
C -0.54409 -1.71717 1.22955 -0.154 0.274 0.069
C 0.73597 -1.25490 1.52850 0.024 -0.291 0.016
C 0.91257 0.05153 1.95108 0.022 0.022 0.053
C -0.16031 0.91771 2.05431 -0.077 0.021 0.098
C -1.44150 0.46811 1.75523 0.100 -0.019 0.086
C -2.61988 1.40856 1.72164 -0.129 -0.017 0.034
N -2.99968 1.60772 0.33289 0.214 0.391 0.185
C -4.05947 0.96766 -0.21067 0.020 0.438 -0.482
O -4.97696 0.50109 0.42372 -0.326 -0.343 0.177
C -3.99603 0.90294 -1.73434 0.355 -0.481 0.056
S -3.22014 -0.68044 -2.23629 -0.649 -0.081 -0.102
C -1.53344 -0.42465 -1.92523 0.426 0.957 0.254
N -0.78588 -1.50902 -2.11751 -1.052 -0.588 -0.290
N 0.49107 -1.48312 -1.89505 1.240 0.311 0.216
C 1.01987 -0.34770 -1.47598 -0.815 0.504 -0.089
C 0.19881 0.81167 -1.31107 -0.308 -0.845 -0.281
N -1.10016 0.79030 -1.54299 0.464 -0.107 -0.249
N 0.95538 1.84656 -0.89046 -0.172 0.386 -0.063
C 2.26110 1.40872 -0.73825 0.455 -0.513 -0.091
C 3.37066 2.11144 -0.30367 -0.039 -0.069 -0.018
C 4.57527 1.43490 -0.23039 0.009 -0.129 -0.024
C 4.64646 0.09271 -0.58949 -0.142 -0.058 -0.027
F 5.84193 -0.52369 -0.49890 0.007 0.003 -0.003
C 3.55606 -0.63152 -1.02864 0.170 0.241 0.110
C 2.34644 0.04390 -1.10090 0.350 0.332 0.100
C -1.62529 -0.84373 1.35538 0.130 -0.221 0.038
H -0.27633 -4.75426 0.12729 0.088 0.023 0.018
H 0.83492 -3.43317 -0.30624 -0.014 -0.041 0.057
H 0.81614 -4.08529 1.36589 -0.024 0.008 -0.026
H 1.59458 -1.90005 1.43424 0.080 -0.099 -0.022
H 1.90908 0.39738 2.18615 0.098 0.017 0.014
H -0.00609 1.93916 2.37091 0.006 0.134 0.046
H -2.36763 2.37316 2.17094 -0.036 -0.128 0.064
H -3.48622 0.98322 2.23335 0.099 0.116 0.004
H -2.22670 1.79665 -0.29764 -0.313 -0.135 0.051
H -3.42983 1.72081 -2.17373 -0.087 0.059 -0.013
H -5.00182 0.85384 -2.14740 0.050 0.028 0.049
H 0.62316 2.77242 -0.67673 -0.044 -0.104 -0.018
H 3.30346 3.15164 -0.02643 0.016 0.123 0.035
H 5.47080 1.93352 0.10421 0.100 0.031 0.028
H 3.64304 -1.66985 -1.30185 0.056 -0.134 -0.026
H -2.61100 -1.21370 1.11708 -0.173 -0.058 -0.069
```
Positions in Å, forces in eV/Å.


It is found that the molecular weight values, taken in the order of the records, are 122.2; 754.9; 397.4 g mol⁻¹.